# 1
10
Properties=species:S:1:pos:R:3:nbo_charge:R:1 method="wB97M-V/def2-TZVPD" charge=0 de_lowest_kj_mol=135.8 homo_energy_ev=-9.8397 homo_lumo_gap_ev=9.275 e_lumo_ev=-0.56
O -2.25465 1.36001 0.30545 -0.56
C -1.33709 0.72272 -0.08653 0.96
O -0.16658 1.25456 0.08547 -0.46
C 0.95222 0.37457 -0.27716 -0.14
C 0.65495 -0.91689 0.43746 -0.69
P -0.77007 -1.77183 0.12852 1.01
O -1.46629 -0.46879 -0.72116 -0.78
H 1.91803 0.64897 0.19432 0.22
H 1.11600 0.10445 -1.26934 0.21
H 1.35348 -1.30778 1.20297 0.24

=====

# 2
10
Properties=species:S:1:pos:R:3:nbo_charge:R:1 method="wB97M-V/def2-TZVPD" charge=+3 s_squared=3.75 de_lowest_kj_mol=154.9 homo_energy_ev="-21.0607 / -22.7038" homo_lumo_gap_ev="6.589 / 8.232" spin_multiplicity=4 e_lumo_ev="-14.47 / -14.47"
C -3.38376 0.98587 -0.24165 0.62
C -4.56545 0.43619 -0.46559 -0.38
O -2.98461 2.24306 -0.27669 -0.45
H -4.68102 -0.64651 -0.48918 0.32
H -5.45482 1.06650 -0.57694 0.37
H -2.45551 2.47971 0.49714 0.52
O 0.49683 -0.32123 0.59632 -0.77
C -0.09754 -1.29575 0.32502 1.09
O -0.54452 -2.30685 0.03633 -0.30
Pr 1.58553 1.80736 1.29655 1.98

=====

# 3
11
Properties=species:S:1:pos:R:3:nbo_charge:R:1 method="wB97M-V/def2-TZVPD" charge=0 de_lowest_kj_mol=176.9 homo_energy_ev=-7.1497 homo_lumo_gap_ev=5.672 e_lumo_ev=-1.48
C -2.66824 0.47873 0.25021 0.35
C -3.91584 0.80844 -0.56653 0.33
O -4.63513 1.71104 -0.23446 -0.44
O -2.19927 -0.63806 0.21663 -0.51
H -2.41337 1.20092 1.05130 0.14
H 2.34848 1.39553 -0.39892 0.00
H -4.18437 0.06623 -1.34756 0.13
Rb 0.93886 -2.63862 1.05833 0.99
O 3.11056 -0.37976 0.22540 -0.90
O 4.36748 1.28238 -0.57491 -0.72
C 3.28640 0.76899 -0.27763 0.63

=====

# 4
11
Properties=species:S:1:pos:R:3:nbo_charge:R:1 method="wB97M-V/def2-TZVPD" charge=0 de_lowest_kj_mol=40.9 homo_energy_ev=-6.9443 homo_lumo_gap_ev=6.371 e_lumo_ev=-0.57
O -3.00392 0.16472 0.41919 -0.64
C -3.08384 -1.03137 0.66208 0.43
C -1.92636 -1.95825 0.43997 -0.14
O -0.83801 -1.34730 -0.09547 -1.00
Rb -0.60268 1.42377 -0.93297 0.98
H -4.01538 -1.45048 1.09519 0.09
H -2.35301 -2.79636 -0.16722 0.14
H -1.75004 -2.42779 1.44071 0.14
O 2.30234 0.53465 0.66984 -0.57
C 2.39313 -0.48002 1.25039 1.05
O 2.63088 -1.28575 2.04721 -0.49

=====

# 5
11
Properties=species:S:1:pos:R:3:lowdin_charge:R:1 method="wB97M-V/def2-TZVPD" charge=0 de_lowest_kj_mol=424.3 homo_energy_ev=-7.6573 homo_lumo_gap_ev=6.665 e_lumo_ev=-0.99
H 0.68472 -2.17419 -0.67898 0.13
C -0.19995 -2.09712 -0.02004 -0.34
C -0.59643 -3.26558 0.55839 -0.02
O -0.03441 -4.46975 -0.11007 0.18
C -0.39702 -5.59330 -0.23709 -0.19
O -0.58897 -6.71470 -0.29459 0.34
Tl -2.83033 0.52479 -0.09990 0.87
O -0.86809 -1.02145 -0.01384 -0.34
H -1.34719 -3.53458 1.28929 0.12
O -4.89072 -0.00217 -0.23286 -0.65
H -5.41849 -0.74752 0.03425 -0.10

=====

# 6
12
Properties=species:S:1:pos:R:3:nbo_charge:R:1 method="wB97M-V/def2-TZVPD" charge=-2 de_lowest_kj_mol=294.0 homo_energy_ev=0.3289 homo_lumo_gap_ev=5.990 e_lumo_ev=6.32
O -1.73386 2.03665 0.29171 -0.64
C -2.00675 0.99416 -0.22828 0.26
C -0.53610 0.08822 -0.60884 -0.05
C 0.73328 0.47499 -0.02554 -0.13
O 0.40557 0.89464 -1.30212 -0.55
P -3.46031 -0.27975 -0.08915 2.31
O -2.89636 -0.57021 1.31947 -1.20
O -3.39465 -1.39807 -1.10434 -1.23
O -4.75219 0.46787 -0.05541 -1.24
H -0.62135 -0.85322 -1.20960 0.18
H 0.75274 1.26590 0.87643 0.14
H 1.52204 -0.12690 0.22549 0.14

=====

# 7
8
Properties=species:S:1:pos:R:3:nbo_charge:R:1 method="wB97M-V/def2-TZVPD" charge=0 de_lowest_kj_mol=270.3 homo_energy_ev=-9.2838 homo_lumo_gap_ev=8.302 e_lumo_ev=-0.98
O 3.04554 0.15576 -0.49909 -0.96
P 2.11750 -0.17380 0.57326 1.35
C 0.29061 0.24056 0.07569 -0.42
C -0.81471 0.66247 0.60963 -0.18
C -0.96672 -0.47185 -0.46678 -0.46
H -1.52786 1.28126 1.20692 0.25
H -1.07786 -1.42390 0.06037 0.19
H -1.06649 -0.27050 -1.56000 0.21

=====

# 8
7
Properties=species:S:1:pos:R:3:nbo_charge:R:1 method="wB97M-V/def2-TZVPD" charge=0 de_lowest_kj_mol=112.9 homo_energy_ev=-10.2234 homo_lumo_gap_ev=10.751 e_lumo_ev=0.53
C -2.10152 -0.04256 0.22957 -0.24
C -1.43375 -0.76220 -0.47728 -0.24
H -2.94649 0.55377 0.57872 0.24
H -0.57758 -1.22960 -0.93300 0.24
C 2.36819 0.66224 0.17305 -0.72
P 2.33102 -0.83932 0.45031 0.53
H 2.36014 1.65767 -0.02137 0.20

=====

# 9
9
Properties=species:S:1:pos:R:3:nbo_charge:R:1 method="wB97M-V/def2-TZVPD" charge=0 de_lowest_kj_mol=199.9 homo_energy_ev="-8.0343 / -8.0335" homo_lumo_gap_ev="6.734 / 6.733" e_lumo_ev="-1.30 / -1.30"
C -0.57472 1.57940 -0.64992 -0.53
C -0.33530 0.47989 0.25982 -0.22
C 0.30179 -0.60046 0.58697 -0.49
P -1.71805 1.72503 0.58670 0.60
P -3.53983 -1.42244 0.07154 0.05
P -3.90743 0.39486 -0.41239 -0.07
H -0.04990 2.15885 -1.35068 0.23
H 1.00431 -1.15923 -0.15731 0.21
H 0.33053 -0.99262 1.62295 0.22

=====

# 10
8
Properties=species:S:1:pos:R:3:nbo_charge:R:1 method="wB97M-V/def2-TZVPD" charge=0 de_lowest_kj_mol=193.1 homo_energy_ev="-8.6067 / -7.7251" homo_lumo_gap_ev="6.957 / 6.412" e_lumo_ev="-1.65 / -1.31"
C 0.43335 -0.50593 -0.00857 -0.54
C 1.49545 0.31421 0.00955 -0.05
C -0.91153 0.22984 -0.00523 -0.62
P -0.07503 -2.38702 0.00151 0.35
S 2.80193 1.15949 -0.00025 0.19
H -1.58124 -0.23822 -0.72462 0.22
H -0.80613 1.28171 -0.25705 0.22
H -1.35679 0.14592 0.98465 0.22

=====

# 11
8
Properties=species:S:1:pos:R:3:nbo_charge:R:1 method="wB97M-V/def2-TZVPD" charge=0 de_lowest_kj_mol=0.0 homo_energy_ev=-7.8744 homo_lumo_gap_ev=6.903 e_lumo_ev=-0.97
C 0.15825 -0.09956 -0.00137 -0.67
C 1.56648 -0.50296 -0.00133 -0.28
P 2.67803 -1.81158 0.00017 0.66
C 2.84359 0.02722 0.00030 -0.40
S 3.84863 1.28476 0.00001 -0.04
H -0.03742 0.53868 -0.86422 0.25
H -0.04970 0.49027 0.89275 0.25
H -0.50438 -0.96211 -0.02834 0.23

=====

# 12
69
Properties=species:S:1:pos:R:3:nbo_charge:R:1 method="wB97M-V/def2-TZVPD" charge=+1 homo_energy_ev=-12.5918 homo_lumo_gap_ev=8.690 e_lumo_ev=-3.90
N -2.58993 1.11380 -2.01561 -0.61
N -2.53702 -0.20425 -1.51334 -0.15
C -3.68785 -0.71012 -0.83549 -0.06
C -3.21231 -2.08947 -0.45934 -0.01
N -1.85329 -2.20536 -0.91477 -0.51
C -1.39930 -1.02837 -1.59833 0.15
H -2.62729 1.68602 -1.14818 0.40
H -1.64517 1.31174 -2.40147 0.37
H -4.68233 -0.21894 -0.65244 0.30
H -3.83778 -2.83681 0.10828 0.29
H -1.26322 -3.04084 -0.78064 0.49
H -0.39771 -0.80086 -2.06702 0.31
O -4.27987 2.99534 -4.58673 -0.94
H -3.80971 2.54884 -3.87215 0.47
H -4.99686 2.38757 -4.81065 0.48
O -3.22917 2.66718 0.94788 -0.97
H -3.37614 3.61222 1.08859 0.49
H -3.44109 2.26794 1.80151 0.49
O -0.59782 4.41629 2.01708 -0.94
H -0.12808 3.93744 2.71381 0.48
H -1.32830 3.83088 1.79170 0.45
O 0.59108 1.64846 2.82723 -0.96
H 1.06147 1.16544 3.52283 0.50
H -0.14620 1.06919 2.59898 0.46
O 0.22906 -0.18195 -4.37331 -0.98
H -0.08073 0.47365 -5.01144 0.49
H -0.27488 -0.97915 -4.59430 0.49
O 3.29639 -0.16632 2.03657 -0.96
H 2.40309 0.19742 2.09041 0.48
H 3.60321 0.09753 1.15904 0.49
O 0.95440 1.44281 -1.26548 -0.91
H 0.02581 1.23397 -1.11684 0.44
H 1.01078 1.60460 -2.21703 0.48
O 5.96350 -0.51706 3.48491 -0.96
H 6.16093 0.32667 3.91367 0.49
H 5.33717 -0.28386 2.78843 0.47
O 5.48297 2.47242 4.46907 -0.95
H 6.13064 3.18617 4.51928 0.48
H 4.63934 2.92901 4.36860 0.48
O 0.56455 -4.24901 0.52215 -0.98
H 1.35159 -4.20528 -0.03723 0.50
H 0.84649 -3.83907 1.34977 0.49
O 0.47534 -1.69874 1.53713 -0.94
H 0.66898 -0.75293 1.54115 0.47
H -0.01826 -1.83831 0.72267 0.46
O 3.33047 -5.00901 0.80531 -0.98
H 4.11729 -4.96326 0.24551 0.48
H 3.60950 -4.59527 1.63468 0.50
O 0.00823 -2.98421 -5.63080 -0.94
H 0.50397 -2.95240 -4.80331 0.46
H 0.66824 -2.78113 -6.30612 0.49
O 1.09652 0.16867 5.55569 -0.97
H 0.57815 0.13661 6.36866 0.48
H 1.90167 -0.31961 5.77131 0.49
O 5.71069 -4.73720 -1.14516 -0.95
H 5.45889 -5.65713 -1.29869 0.47
H 6.03781 -4.43957 -2.00243 0.48
O -6.91418 4.69005 -4.90282 -0.95
H -7.45021 4.67250 -4.10048 0.47
H -6.10194 4.22922 -4.65278 0.48
O 3.83705 -2.86133 3.25087 -0.98
H 4.58779 -2.61735 3.80816 0.49
H 3.68499 -2.07497 2.71024 0.49
O -2.20025 -2.39170 3.33462 -0.95
H -1.72310 -2.35719 4.17255 0.48
H -1.52705 -2.19011 2.67381 0.47
O -4.77362 7.10350 -4.54371 -0.94
H -4.30504 6.65988 -3.82770 0.46
H -5.49236 6.49508 -4.76633 0.48

=====

# 13
65
Properties=species:S:1:pos:R:3:nbo_charge:R:1 method="wB97M-V/def2-TZVPD" charge=+1 s_squared=0.76 de_lowest_kj_mol=28.2 homo_energy_ev="-12.9694 / -12.9694" homo_lumo_gap_ev="9.515 / 3.006" spin_multiplicity=2 e_lumo_ev="-3.45 / -9.96"
C 0.39948 1.50216 -1.02687 -0.62
C -0.34941 1.64629 -2.32341 -0.38
C -1.23165 2.91579 -2.27171 -0.62
H 1.19720 2.24615 -0.91062 0.21
H 0.99810 0.60247 -0.90029 0.21
H -0.34516 1.54721 -0.24788 0.22
H -1.04640 0.76741 -2.44165 0.12
H 0.18744 1.76447 -3.27223 0.23
H -0.74814 3.78614 -1.69656 0.22
H -1.39979 3.32365 -3.27062 0.23
H -2.15831 2.69123 -1.68155 0.20
H -0.16789 2.47623 2.36795 0.51
H -1.01443 1.25847 2.30481 0.47
O -1.06252 2.19915 2.09958 -0.99
H -4.77892 2.29928 0.96315 0.51
H -3.47113 1.52337 1.17195 0.49
O -4.18984 1.66007 0.54586 -0.98
H 1.84582 2.62804 2.18101 0.48
H 1.70511 1.29283 2.99630 0.50
O 1.55288 2.24803 3.01149 -0.97
H -2.61264 3.05159 2.59494 0.50
H -3.40907 3.73643 1.59228 0.46
O -3.52757 3.35248 2.46995 -0.97
H 4.19720 1.89679 2.63654 0.47
H 3.68295 3.27177 2.29902 0.47
O 4.06895 2.49685 1.88154 -0.93
H -2.03910 -1.49699 2.08191 0.48
H -1.02839 -2.67123 2.18273 0.50
O -1.37992 -1.88977 2.66199 -0.97
H 4.49406 -0.36867 -1.57075 0.48
H 3.60885 -1.51728 -1.68849 0.46
O 4.28881 -1.08412 -2.20647 -0.93
H 1.04339 -3.28903 0.17340 0.48
H 2.38593 -2.61389 0.41577 0.50
O 1.75984 -2.84983 -0.27382 -0.96
H 0.07114 -4.32002 0.98655 0.49
H -0.18031 -4.67979 2.51478 0.50
O 0.23159 -4.06166 1.90113 -0.98
H 1.10318 -0.88361 4.22824 0.49
H 0.29587 -1.12877 2.97772 0.51
O 1.03204 -0.53945 3.32976 -0.99
H 2.60778 -0.27714 -3.91265 0.47
H 2.33281 -1.50470 -4.67381 0.46
O 2.42289 -0.55960 -4.83278 -0.93
H 2.95443 3.80378 -0.70346 0.46
H 4.48190 3.50083 -0.91511 0.48
O 3.84059 3.98768 -0.39456 -0.94
H -1.73200 -2.31142 -2.04717 0.55
H -2.94509 -2.30417 -1.14573 0.53
O -2.24438 -2.94162 -1.46190 -0.51
H 0.02811 -1.27791 -2.69296 0.50
H 0.59744 -1.90051 -1.30599 0.53
O -0.15061 -1.47620 -1.77091 -0.98
H -2.32192 -0.06770 -1.99439 0.51
H -3.85376 -0.65803 -1.86080 0.53
O -2.99072 -0.68582 -2.32604 -0.83
H -5.05210 -1.65511 0.24454 0.50
H -4.60132 -0.12020 0.16231 0.53
O -4.45572 -1.02366 -0.16484 -1.03
H 3.63864 -1.79464 1.92119 0.45
H 2.41095 -1.04501 2.45641 0.49
O 3.24813 -0.90646 1.88937 -0.98
H -1.43794 -4.59162 -0.89156 0.50
H -0.30144 -4.48855 -1.66293 0.50
O -0.48590 -4.49243 -0.70369 -0.89

=====

# 14
20
Properties=species:S:1:pos:R:3:nbo_charge:R:1 method="wB97M-V/def2-TZVPD" charge=-1 s_squared=0.75 homo_energy_ev="-2.3942 / -3.5711" homo_lumo_gap_ev="4.392 / 5.498" spin_multiplicity=2 e_lumo_ev="2.00 / 1.93"
Ag -0.58769 -2.23886 -1.68062 0.88
Ag 0.71064 -3.10856 1.40383 0.50
Ag -1.37377 -0.60393 1.97025 0.42
C -2.39412 -3.06758 0.39193 0.89
O -3.34200 -3.73070 0.79497 -0.79
O -2.37326 -1.84086 0.35909 -0.97
O -1.36769 -3.74052 0.18525 -0.96
B 1.50407 -1.07913 -0.29866 1.28
F 0.40466 -0.93054 0.49533 -0.58
F 1.65602 -2.38604 -0.59786 -0.57
F 1.20183 -0.53794 -1.51660 -0.57
F 2.68143 -0.59933 0.18345 -0.54
Br -1.56059 1.65951 -0.13475 0.01
C -0.33675 3.19936 -0.25265 -0.45
C 1.17611 2.75376 -0.20390 -0.44
Br 2.31843 4.34380 -0.12481 -0.04
H -0.52878 3.78292 0.64772 0.22
H -0.65699 3.81365 -1.09419 0.22
H 1.48390 2.26354 -1.12751 0.23
H 1.38453 2.04744 0.59970 0.25

=====

# 15
12
Properties=species:S:1:pos:R:3:nbo_charge:R:1 method="wB97M-V/def2-TZVPD" charge=0 s_squared=0.76 de_lowest_kj_mol=118.5 homo_energy_ev="-9.1288 / -8.4543" homo_lumo_gap_ev="7.398 / 6.059" spin_multiplicity=2 e_lumo_ev="-1.73 / -2.40"
O 0.53542 -2.40514 0.32299 -0.48
C 1.00539 -1.31944 0.11720 0.47
H 0.11181 -0.17737 0.21770 0.21
H 2.87303 -0.42291 0.57169 0.25
C 2.44187 -1.06336 -0.21234 -0.73
H 3.01084 -1.99715 -0.30274 0.24
H 2.48721 -0.49283 -1.15216 0.25
O -2.84045 0.52307 -0.00924 -0.79
O -0.74864 1.10604 0.37905 -0.47
O -2.26735 2.65474 0.07512 -0.76
C -1.97934 1.43329 0.07685 0.92
Ag -4.62977 2.16104 -0.08411 0.89

=====

# 16
12
Properties=species:S:1:pos:R:3:mulliken_spin:R:1 method="wB97M-V/def2-TZVPD" charge=+3 s_squared=0.76 de_lowest_kj_mol=930.7 homo_energy_ev="-22.6154 / -22.6151" homo_lumo_gap_ev="4.124 / 4.122" spin_multiplicity=2 e_lumo_ev="-18.49 / -18.49"
C 0.81495 -1.32492 -2.37403 0.02
C 0.58828 0.02509 -2.53227 0.79
H -0.29854 -0.93434 -3.14369 0.00
H 1.71901 -1.42283 -3.02047 0.09
H 1.44927 0.63262 -2.84186 0.07
O 2.33722 -0.72461 0.66760 0.00
C 1.37829 -0.42005 1.43818 0.00
O 0.23729 -0.09404 1.09573 0.00
O 1.56568 -0.56654 2.71215 0.00
Al 3.67106 -1.49185 0.42761 0.00
Li -0.35219 0.56711 -0.56618 0.00
H 0.96951 -2.07902 -1.59770 0.01

=====

# 17
10
Properties=species:S:1:pos:R:3:nbo_charge:R:1 method="wB97M-V/def2-TZVPD" charge=+3 s_squared=2.01 de_lowest_kj_mol=83.8 homo_energy_ev="-25.8323 / -27.2481" homo_lumo_gap_ev="8.553 / 7.595" spin_multiplicity=3 e_lumo_ev="-17.28 / -19.65"
C 0.46384 -1.70996 -0.79155 0.55
C -0.55840 -0.79089 -0.53243 -0.18
H -1.58539 -0.95709 -0.86634 0.36
H -0.20508 0.19908 -0.21628 0.34
C 0.33738 -1.72613 0.91438 0.38
O -0.42840 -2.30839 1.68949 -0.47
Au -0.61537 -2.71096 3.23962 1.55
H 1.25397 -1.25948 1.31189 0.31
O 0.16720 -2.85788 -1.36840 -0.43
H 0.55315 -2.90095 -2.25412 0.60

=====

# 18
12
Properties=species:S:1:pos:R:3:nbo_charge:R:1 method="wB97M-V/def2-TZVPD" charge=0 de_lowest_kj_mol=338.5 homo_energy_ev="-8.5617 / -8.8143" homo_lumo_gap_ev="7.738 / 8.153" e_lumo_ev="-0.82 / -0.66"
C -0.05614 -0.72936 -0.71697 -0.23
C 0.43546 0.62002 -1.10503 0.05
C -0.79173 -0.38950 1.80597 -0.42
O 1.77874 0.53751 -1.15811 -0.69
Cl -0.26511 2.06089 -0.18252 -0.14
Cl -2.17186 -1.27455 1.71747 0.11
Br -1.68328 -1.44512 -1.53969 0.07
Br 0.69982 -0.96319 2.74501 0.10
H 0.72534 -1.50508 -0.57255 0.23
H 0.04271 1.03203 -2.01980 0.19
H -0.98685 0.70709 2.22065 0.24
H 2.27291 1.34926 -1.19442 0.50

=====

# 19
12
Properties=species:S:1:pos:R:3:nbo_charge:R:1 method="wB97M-V/def2-TZVPD" charge=0 de_lowest_kj_mol=312.5 homo_energy_ev="-8.1643 / -8.7893" homo_lumo_gap_ev="7.498 / 8.558" e_lumo_ev="-0.67 / -0.23"
C 0.02334 -0.02605 0.76285 -0.25
C 1.12290 0.59810 0.15456 0.04
C -1.67768 -1.06694 -1.02384 -0.43
O 1.84890 1.36887 0.98427 -0.70
Cl 0.46143 1.61794 -1.22975 -0.13
Cl -1.21466 -2.65747 -0.95263 0.10
Br 0.68408 -1.39829 1.86571 0.09
Br -3.32695 -0.51444 -0.39551 0.12
H -0.87739 0.45238 1.15192 0.22
H 1.71034 -0.23301 -0.30034 0.19
H -1.04978 -0.26255 -1.56076 0.26
H 2.29548 2.12147 0.54353 0.50

=====

no.,electronic energy (eV)
1,-18589.472
2,-23334.596
3,-12003.081
4,-12004.491
5,-16038.057
6,-22684.642
7,-14492.221
8,-12443.820
9,-31021.348
10,-23279.447
11,-23281.449
12,-47190.089
13,-40670.020
14,-172951.947
15,-15360.995
16,-16076.593
17,-10914.015
18,-170349.122
19,-170349.392